Entry 1:
Formula: C42H82N3O6S2
Source: the Open Molecules 2025 dataset
Level of theory: wB97M-V/def2-TZVPD

Each atom is followed by the atoms it is bonded to, with distances in Å.
Geometry (Å):
1 C -2.04 4.14 3.19  C2 1.530, H24 1.090, H25 1.091, H26 1.087
2 C -1.35 3.17 2.24  C1 1.530, C3 1.540, H27 1.091, H28 1.089
3 C -0.93 1.85 2.93  C2 1.540, C4 1.523, H29 1.091, H30 1.092
4 C -2.13 0.92 3.04  C3 1.523, N5 1.496, H31 1.093, H32 1.089
5 N -1.85 -0.44 3.60  C4 1.496, C6 1.465, C18 1.370
6 C -2.21 -1.53 2.68  N5 1.465, C7 1.539, H33 1.091, H34 1.089
7 C -1.57 -1.46 1.28  C6 1.539, C8 1.524, H35 1.093, H36 1.092
8 C -1.02 -2.82 0.85  C7 1.524, C9 1.539, H37 1.090, H38 1.089
9 C -0.37 -2.77 -0.54  C8 1.539, C10 1.493, H39 1.091, H40 1.092
10 C 1.09 -2.47 -0.41  C9 1.493, N11 1.330, N17 1.327
11 N 1.70 -2.13 0.72  C10 1.330, C12 1.383, H41 1.025
12 C 3.05 -1.90 0.51  N11 1.383, C13 1.492, C16 1.351
13 C 3.97 -1.50 1.61  C12 1.492, C14 1.543, H42 1.091, H43 1.092
14 C 5.02 -0.45 1.22  C13 1.543, C15 1.539, H44 1.088, H45 1.088
15 C 4.80 0.93 1.87  C14 1.539, H46 1.088, H47 1.087, H48 1.090
16 C 3.25 -2.12 -0.81  C12 1.351, N17 1.378, H49 1.074
17 N 2.03 -2.47 -1.35  C10 1.327, C16 1.378, H50 1.015
18 C -0.68 -0.60 4.28  N5 1.370, S19 1.643, S20 1.797
19 S 0.63 -1.50 3.86  C18 1.643
20 S -0.63 0.36 5.80  C18 1.797, C21 1.826
21 C -1.00 -0.87 7.10  S20 1.826, C22 1.520, H51 1.089, H52 1.089
22 C -0.19 -2.16 7.10  C21 1.520, C23 1.523, H53 1.094, H54 1.090
23 C 1.30 -1.97 7.35  C22 1.523, H55 1.086, H56 1.091, H57 1.091
24 H -1.33 4.79 3.70  C1 1.090
25 H -2.62 3.62 3.96  C1 1.091
26 H -2.74 4.79 2.67  C1 1.087
27 H -2.04 2.92 1.43  C2 1.091
28 H -0.46 3.63 1.81  C2 1.089
29 H -0.59 2.13 3.92  C3 1.091
30 H -0.12 1.38 2.36  C3 1.092
31 H -2.85 1.40 3.70  C4 1.093
32 H -2.62 0.82 2.07  C4 1.089
33 H -3.29 -1.51 2.58  C6 1.091
34 H -1.97 -2.47 3.16  C6 1.089
35 H -2.34 -1.18 0.56  C7 1.093
36 H -0.79 -0.70 1.23  C7 1.092
37 H -1.83 -3.55 0.82  C8 1.090
38 H -0.31 -3.17 1.61  C8 1.089
39 H -0.50 -3.73 -1.03  C9 1.091
40 H -0.83 -1.99 -1.16  C9 1.092
41 H 1.27 -2.02 1.64  N11 1.025
42 H 3.37 -1.15 2.45  C13 1.091
43 H 4.47 -2.41 1.97  C13 1.092
44 H 5.99 -0.82 1.55  C14 1.088
45 H 5.08 -0.36 0.14  C14 1.088
46 H 4.41 1.65 1.15  C15 1.088
47 H 5.73 1.32 2.28  C15 1.087
48 H 4.09 0.87 2.70  C15 1.090
49 H 4.16 -2.06 -1.38  C16 1.074
50 H 1.86 -2.71 -2.32  N17 1.015
51 H -0.80 -0.34 8.03  C21 1.089
52 H -2.06 -1.11 7.03  C21 1.089
53 H -0.58 -2.76 7.92  C22 1.094
54 H -0.37 -2.75 6.20  C22 1.090
55 H 1.80 -1.47 6.52  C23 1.086
56 H 1.46 -1.42 8.28  C23 1.091
57 H 1.77 -2.94 7.49  C23 1.091
58 C -2.98 1.38 -2.44  C59 1.527, C62 1.521, H63 1.088, H64 1.092
59 C -4.37 0.79 -2.61  C58 1.527, C60 1.521, H65 1.091, H66 1.089
60 C -4.61 0.17 -1.24  C59 1.521, O61 1.431, H67 1.098, H68 1.090
61 O -3.91 0.98 -0.30  C60 1.431, C62 1.435
62 C -3.03 1.87 -1.00  C58 1.521, O61 1.435, H69 1.095, H70 1.091
63 H -2.74 2.18 -3.14  C58 1.088
64 H -2.22 0.61 -2.54  C58 1.092
65 H -5.10 1.58 -2.80  C59 1.091
66 H -4.44 0.07 -3.42  C59 1.089
67 H -4.22 -0.86 -1.20  C60 1.098
68 H -5.67 0.14 -0.97  C60 1.090
69 H -3.44 2.88 -0.93  C62 1.095
70 H -2.05 1.86 -0.51  C62 1.091
71 C 2.48 -6.21 -5.22  C72 1.525, C75 1.519, H76 1.085, H77 1.093
72 C 1.18 -6.69 -4.58  C71 1.525, C73 1.521, H78 1.091, H79 1.088
73 C 0.88 -5.55 -3.61  C72 1.521, O74 1.435, H80 1.097, H81 1.091
74 O 1.41 -4.36 -4.21  C73 1.435, C75 1.439
75 C 2.25 -4.71 -5.33  C71 1.519, O74 1.439, H82 1.094, H83 1.091
76 H 2.67 -6.67 -6.19  C71 1.085
77 H 3.33 -6.42 -4.56  C71 1.093
78 H 0.40 -6.76 -5.34  C72 1.091
79 H 1.26 -7.65 -4.08  C72 1.088
80 H 1.38 -5.71 -2.65  C73 1.097
81 H -0.18 -5.41 -3.43  C73 1.091
82 H 1.72 -4.46 -6.25  C75 1.094
83 H 3.17 -4.13 -5.28  C75 1.091
84 C 1.71 4.31 4.83  C85 1.527, C88 1.523, H89 1.089, H90 1.092
85 C 1.89 5.83 4.78  C84 1.527, C86 1.524, H91 1.093, H92 1.088
86 C 3.38 5.94 4.46  C85 1.524, O87 1.431, H93 1.095, H94 1.090
87 O 3.71 4.79 3.67  C86 1.431, C88 1.425
88 C 2.64 3.85 3.71  C84 1.523, O87 1.425, H95 1.098, H96 1.092
89 H 0.68 3.99 4.67  C84 1.089
90 H 2.04 3.92 5.79  C84 1.092
91 H 1.30 6.25 3.96  C85 1.093
92 H 1.62 6.34 5.70  C85 1.088
93 H 3.98 5.92 5.37  C86 1.095
94 H 3.63 6.84 3.90  C86 1.090
95 H 2.13 3.86 2.74  C88 1.098
96 H 3.05 2.85 3.89  C88 1.092
97 C -4.98 8.93 3.49  C98 1.528, C101 1.523, H102 1.088, H103 1.092
98 C -6.00 7.80 3.69  C97 1.528, C99 1.523, H104 1.092, H105 1.089
99 C -5.31 6.64 3.00  C98 1.523, O100 1.430, H106 1.095, H107 1.091
100 O -3.90 6.85 3.16  C99 1.430, C101 1.430
101 C -3.67 8.17 3.64  C97 1.523, O100 1.430, H108 1.095, H109 1.090
102 H -5.08 9.74 4.20  C97 1.088
103 H -5.07 9.34 2.49  C97 1.092
104 H -6.12 7.60 4.76  C98 1.092
105 H -6.98 8.02 3.27  C98 1.089
106 H -5.54 6.61 1.93  C99 1.095
107 H -5.57 5.67 3.43  C99 1.091
108 H -3.36 8.12 4.69  C101 1.095
109 H -2.85 8.62 3.07  C101 1.090
110 C 2.18 -6.86 -10.40  C111 1.528, C114 1.522, H115 1.088, H116 1.091
111 C 0.86 -6.11 -10.22  C110 1.528, C112 1.523, H117 1.092, H118 1.088
112 C 0.30 -6.76 -8.96  C111 1.523, O113 1.432, H119 1.094, H120 1.091
113 O 1.44 -7.15 -8.17  C112 1.432, C114 1.432
114 C 2.63 -7.04 -8.96  C110 1.522, O113 1.432, H121 1.097, H122 1.090
115 H 2.91 -6.32 -11.00  C110 1.088
116 H 1.99 -7.83 -10.86  C110 1.091
117 H 1.05 -5.05 -10.04  C111 1.092
118 H 0.18 -6.19 -11.07  C111 1.088
119 H -0.27 -7.66 -9.20  C112 1.094
120 H -0.33 -6.09 -8.37  C112 1.091
121 H 3.20 -6.17 -8.61  C114 1.097
122 H 3.23 -7.94 -8.80  C114 1.090
123 C 1.89 0.23 -3.37  C124 1.526, C127 1.523, H128 1.090, H129 1.092
124 C 1.42 0.92 -4.65  C123 1.526, C125 1.524, H130 1.091, H131 1.088
125 C 0.05 1.44 -4.23  C124 1.524, O126 1.432, H132 1.096, H133 1.089
126 O 0.14 1.71 -2.83  C125 1.432, C127 1.424
127 C 1.34 1.16 -2.30  C123 1.523, O126 1.424, H134 1.095, H135 1.095
128 H 2.97 0.11 -3.32  C123 1.090
129 H 1.42 -0.75 -3.29  C123 1.092
130 H 2.08 1.75 -4.90  C124 1.091
131 H 1.37 0.26 -5.52  C124 1.088
132 H -0.73 0.68 -4.39  C125 1.096
133 H -0.25 2.35 -4.75  C125 1.089
134 H 2.04 1.98 -2.08  C127 1.095
135 H 1.11 0.65 -1.36  C127 1.095

Its charge is +1. The value obtained for the HOMO energy is -10.460 eV. The spin multiplicity is 1. For the largest force on an atom, the calculation gives 1.63 eV/Å.

=====

Entry 2:
Formula: C42H84O42
Source: the Open Molecules 2025 dataset
Level of theory: wB97M-V/def2-TZVPD

Each atom is followed by the atoms it is bonded to, with distances in Å.
Geometry (Å):
1 C 1.34 -4.26 0.62  O2 1.421, H7 1.096, H8 1.088, H9 1.088
2 O 2.19 -5.19 1.29  C1 1.421, C3 1.323
3 C 3.26 -4.71 1.89  O2 1.323, O4 1.200, O5 1.326
4 O 3.53 -3.55 2.01  C3 1.200
5 O 3.99 -5.75 2.29  C3 1.326, C6 1.427
6 C 5.09 -5.41 3.14  O5 1.427, H10 1.089, H11 1.085, H12 1.089
7 H 1.78 -4.22 -0.39  C1 1.096
8 H 1.32 -3.27 1.07  C1 1.088
9 H 0.33 -4.66 0.53  C1 1.088
10 H 5.81 -4.79 2.60  C6 1.089
11 H 5.60 -6.32 3.46  C6 1.085
12 H 4.76 -4.86 4.01  C6 1.089
13 C 7.12 4.50 -5.41  O14 1.408, H19 1.090, H20 1.089, H21 1.089
14 O 6.21 3.73 -4.66  C13 1.408, C15 1.306
15 C 5.52 4.25 -3.69  O14 1.306, O16 1.217, O17 1.318
16 O 5.26 5.44 -3.58  C15 1.217
17 O 5.04 3.30 -2.91  C15 1.318, C18 1.414
18 C 4.19 3.56 -1.81  O17 1.414, H22 1.084, H23 1.093, H24 1.091
19 H 7.43 5.44 -4.96  C13 1.090
20 H 6.73 4.73 -6.40  C13 1.089
21 H 8.04 3.93 -5.54  C13 1.089
22 H 3.90 2.60 -1.39  C18 1.084
23 H 3.33 4.14 -2.15  C18 1.093
24 H 4.65 4.18 -1.04  C18 1.091
25 C 0.27 4.99 -0.11  O26 1.398, H31 1.089, H32 1.093, H33 1.096
26 O 0.04 5.77 -1.24  C25 1.398, C27 1.333
27 C 0.84 6.78 -1.57  O26 1.333, O28 1.201, O29 1.311
28 O 1.91 6.98 -1.05  C27 1.201
29 O 0.24 7.50 -2.48  C27 1.311, C30 1.414
30 C 0.75 8.76 -2.87  O29 1.414, H34 1.085, H35 1.095, H36 1.088
31 H 0.97 4.16 -0.27  C25 1.089
32 H -0.66 4.60 0.32  C25 1.093
33 H 0.62 5.58 0.75  C25 1.096
34 H 0.24 9.07 -3.78  C30 1.085
35 H 1.80 8.64 -3.17  C30 1.095
36 H 0.71 9.48 -2.05  C30 1.088
37 C 7.57 1.08 -2.34  O38 1.427, H43 1.093, H44 1.088, H45 1.087
38 O 6.65 0.16 -1.76  C37 1.427, C39 1.355
39 C 5.74 -0.41 -2.59  O38 1.355, O40 1.197, O41 1.299
40 O 5.74 -0.38 -3.78  C39 1.197
41 O 4.87 -0.98 -1.80  C39 1.299, C42 1.405
42 C 3.72 -1.68 -2.20  O41 1.405, H46 1.094, H47 1.092, H48 1.086
43 H 8.35 1.16 -1.58  C37 1.093
44 H 7.06 2.04 -2.35  C37 1.088
45 H 8.08 0.76 -3.25  C37 1.087
46 H 3.30 -1.25 -3.11  C42 1.094
47 H 2.93 -1.43 -1.49  C42 1.092
48 H 3.79 -2.77 -2.25  C42 1.086
49 C -1.23 -6.74 2.66  O50 1.425, H55 1.089, H56 1.091, H57 1.087
50 O -0.81 -6.55 4.00  C49 1.425, C51 1.334
51 C -1.02 -5.33 4.52  O50 1.334, O52 1.190, O53 1.329
52 O -1.43 -4.38 3.94  C51 1.190
53 O -0.85 -5.35 5.84  C51 1.329, C54 1.414
54 C -0.25 -6.43 6.53  O53 1.414, H58 1.088, H59 1.092, H60 1.089
55 H -1.11 -5.83 2.07  C49 1.089
56 H -2.28 -7.01 2.62  C49 1.091
57 H -0.61 -7.53 2.24  C49 1.087
58 H -0.18 -6.11 7.57  C54 1.088
59 H 0.77 -6.56 6.16  C54 1.092
60 H -0.81 -7.36 6.47  C54 1.089
61 C 0.11 2.36 2.62  O62 1.404, H67 1.092, H68 1.091, H69 1.089
62 O 0.93 3.18 3.41  C61 1.404, C63 1.320
63 C 0.44 4.19 4.09  O62 1.320, O64 1.203, O65 1.337
64 O -0.73 4.43 4.25  C63 1.203
65 O 1.47 4.90 4.57  C63 1.337, C66 1.421
66 C 1.12 6.02 5.38  O65 1.421, H70 1.088, H71 1.101, H72 1.084
67 H 0.08 1.30 2.89  C61 1.092
68 H 0.54 2.32 1.62  C61 1.091
69 H -0.92 2.71 2.52  C61 1.089
70 H 0.74 5.72 6.36  C66 1.088
71 H 0.22 6.45 4.93  C66 1.101
72 H 1.82 6.85 5.32  C66 1.084
73 C -7.24 -0.21 4.77  O74 1.425, H79 1.088, H80 1.091, H81 1.087
74 O -6.68 -0.89 3.65  C73 1.425, C75 1.334
75 C -5.83 -1.86 4.00  O74 1.334, O76 1.209, O77 1.312
76 O -5.51 -2.23 5.10  C75 1.209
77 O -5.38 -2.42 2.90  C75 1.312, C78 1.416
78 C -4.44 -3.47 2.92  O77 1.416, H82 1.086, H83 1.089, H84 1.089
79 H -7.54 -0.90 5.55  C73 1.088
80 H -8.14 0.30 4.44  C73 1.091
81 H -6.59 0.58 5.15  C73 1.087
82 H -4.25 -3.84 1.92  C78 1.086
83 H -4.72 -4.28 3.59  C78 1.089
84 H -3.51 -3.05 3.31  C78 1.089
85 C -2.22 -0.03 4.17  O86 1.407, H91 1.097, H92 1.088, H93 1.090
86 O -2.83 0.77 3.19  C85 1.407, C87 1.325
87 C -3.97 1.39 3.46  O86 1.325, O88 1.208, O89 1.332
88 O -4.53 1.35 4.53  C87 1.208
89 O -4.39 1.95 2.33  C87 1.332, C90 1.433
90 C -5.61 2.69 2.43  O89 1.433, H94 1.086, H95 1.090, H96 1.087
91 H -2.88 -0.85 4.48  C85 1.097
92 H -1.92 0.53 5.05  C85 1.088
93 H -1.40 -0.59 3.72  C85 1.090
94 H -6.04 2.81 1.44  C90 1.086
95 H -5.37 3.69 2.81  C90 1.090
96 H -6.33 2.21 3.09  C90 1.087
97 C 3.97 0.72 1.67  O98 1.417, H103 1.088, H104 1.088, H105 1.091
98 O 4.53 2.02 1.79  C97 1.417, C99 1.301
99 C 3.83 3.07 1.48  O98 1.301, O100 1.215, O101 1.335
100 O 2.70 3.13 1.06  C99 1.215
101 O 4.60 4.15 1.70  C99 1.335, C102 1.428
102 C 4.02 5.41 1.36  O101 1.428, H106 1.088, H107 1.086, H108 1.095
103 H 2.93 0.68 1.99  C97 1.088
104 H 4.53 0.03 2.31  C97 1.088
105 H 4.13 0.35 0.66  C97 1.091
106 H 3.54 5.47 0.38  C102 1.088
107 H 4.73 6.22 1.49  C102 1.086
108 H 3.24 5.59 2.10  C102 1.095
109 C -1.87 -1.89 1.31  O110 1.424, H115 1.088, H116 1.086, H117 1.092
110 O -0.58 -1.34 1.08  C109 1.424, C111 1.345
111 C -0.33 -0.58 0.01  O110 1.345, O112 1.201, O113 1.317
112 O -1.02 -0.56 -0.97  C111 1.201
113 O 0.88 -0.08 0.18  C111 1.317, C114 1.435
114 C 1.35 0.76 -0.89  O113 1.435, H118 1.091, H119 1.084, H120 1.086
115 H -2.68 -1.22 1.03  C109 1.088
116 H -1.86 -2.10 2.38  C109 1.086
117 H -2.03 -2.83 0.78  C109 1.092
118 H 1.40 0.07 -1.74  C114 1.091
119 H 2.38 1.09 -0.76  C114 1.084
120 H 0.73 1.62 -1.11  C114 1.086
121 C -0.21 -2.85 -8.54  O122 1.413, H127 1.091, H128 1.088, H129 1.094
122 O -1.10 -2.62 -7.46  C121 1.413, C123 1.332
123 C -0.64 -1.88 -6.46  O122 1.332, O124 1.208, O125 1.333
124 O 0.45 -1.36 -6.33  C123 1.208
125 O -1.61 -1.79 -5.55  C123 1.333, C126 1.432
126 C -1.40 -0.96 -4.41  O125 1.432, H130 1.088, H131 1.089, H132 1.085
127 H 0.78 -3.15 -8.20  C121 1.091
128 H -0.24 -2.04 -9.27  C121 1.088
129 H -0.56 -3.76 -9.04  C121 1.094
130 H -0.82 -1.47 -3.64  C126 1.088
131 H -2.38 -0.84 -3.96  C126 1.089
132 H -1.00 0.00 -4.72  C126 1.085
133 C 2.34 4.95 -5.00  O134 1.437, H139 1.084, H140 1.089, H141 1.088
134 O 1.08 4.93 -4.31  C133 1.437, C135 1.315
135 C 0.63 3.77 -3.88  O134 1.315, O136 1.207, O137 1.328
136 O 1.27 2.77 -3.69  C135 1.207
137 O -0.65 3.91 -3.54  C135 1.328, C138 1.404
138 C -1.34 2.83 -2.97  O137 1.404, H142 1.093, H143 1.089, H144 1.091
139 H 3.14 4.64 -4.33  C133 1.084
140 H 2.46 6.00 -5.25  C133 1.089
141 H 2.23 4.43 -5.95  C133 1.088
142 H -2.41 3.02 -3.14  C138 1.093
143 H -1.18 2.76 -1.90  C138 1.089
144 H -1.24 1.86 -3.46  C138 1.091
145 C -6.09 -4.03 -0.56  O146 1.416, H151 1.090, H152 1.089, H153 1.088
146 O -5.18 -3.03 -0.98  C145 1.416, C147 1.322
147 C -5.41 -1.76 -0.68  O146 1.322, O148 1.203, O149 1.323
148 O -6.43 -1.30 -0.24  C147 1.203
149 O -4.30 -1.09 -0.91  C147 1.323, C150 1.411
150 C -4.18 0.27 -0.54  O149 1.411, H154 1.084, H155 1.092, H156 1.094
151 H -7.08 -3.74 -0.91  C145 1.090
152 H -6.14 -4.24 0.51  C145 1.089
153 H -5.81 -4.95 -1.06  C145 1.088
154 H -3.13 0.52 -0.68  C150 1.084
155 H -4.53 0.46 0.47  C150 1.092
156 H -4.79 0.94 -1.16  C150 1.094
157 C -2.21 -4.07 -2.00  O158 1.421, H163 1.091, H164 1.088, H165 1.090
158 O -2.78 -5.37 -1.97  C157 1.421, C159 1.313
159 C -3.07 -5.93 -0.82  O158 1.313, O160 1.212, O161 1.325
160 O -2.82 -5.48 0.28  C159 1.212
161 O -3.61 -7.12 -1.07  C159 1.325, C162 1.422
162 C -4.27 -7.84 -0.04  O161 1.422, H166 1.088, H167 1.088, H168 1.089
163 H -3.01 -3.34 -1.91  C157 1.091
164 H -1.76 -3.92 -2.98  C157 1.088
165 H -1.48 -3.97 -1.20  C157 1.090
166 H -4.30 -8.87 -0.42  C162 1.088
167 H -5.29 -7.51 0.12  C162 1.088
168 H -3.70 -7.88 0.89  C162 1.089

The value obtained for the HOMO energy is -10.460 eV. The spin multiplicity is 1. For the largest force on an atom, the calculation gives 2.74 eV/Å.

=====

In order of appearance, Kohn-Sham gap = 7.991, 10.934 eV.